1.
Formula: C3HNO2
Source: the OMol25 dataset
Level of theory: ωB97M-V/def2-TZVPD

```
7
Properties=species:S:1:pos:R:3:mulliken_charge:R:1
O 0.3368 1.4018 0.0888 -0.387
O 2.1543 -0.3399 -0.1622 -0.373
N -2.5041 -0.5307 -0.0398 -0.298
C -1.5247 0.0722 -0.0484 0.171
C 1.0392 -0.7975 0.1724 -0.048
C -0.0563 0.2248 -0.0436 0.505
H 0.8512 -1.7763 0.3831 0.431
```

Summary:
E_HOMO = -11.5 eV
Total energy = -320.05916 hartree
Strongest force on any atom = 6.51 eV/A
SMILES = N#CC(=O)C=O
Orbital gap = 9.48 eV
LUMO level = -2.019 eV
Energy relative to the best compared isomer or geometry (same formula, charge and spin) = 25.2 kcal per mole
Net charge = 0
Spin multiplicity = 1

=====

2.
Formula: C26H25AsCl4CoN2O5P
Source: the OMol25 dataset
Level of theory: ωB97M-V/def2-TZVPD

```
65
Properties=species:S:1:pos:R:3:mulliken_spin:R:1
As 0.5267 -1.5224 -0.0617 -0.012
Co -0.9676 1.2580 0.1346 1.018
Cl 3.6977 2.3720 0.1934 0.000
Cl 1.6323 7.3763 -0.2272 0.000
Cl 4.1256 5.4849 -0.0798 0.000
Cl -1.2589 6.1406 -0.1026 0.000
P -4.0804 1.1017 0.0098 -0.005
O -5.2002 0.3685 -0.6130 -0.002
O -2.7154 1.0826 -0.6497 -0.011
O -0.9318 -0.7143 0.3032 -0.003
O 0.8357 1.6054 0.2903 0.005
O -1.2227 3.1372 0.1347 0.011
N -3.5899 3.7072 -0.5534 0.000
N -3.4251 -1.1046 1.2228 0.000
C -0.3436 -6.1200 -0.0691 0.000
C 1.4314 5.6748 -0.0749 0.005
C 0.9449 -5.6472 0.1415 0.000
C 0.1432 -3.3935 -0.0637 -0.001
C -3.8060 0.2852 1.6419 -0.003
C 1.7976 0.1876 -1.9808 -0.003
C 1.2205 -1.0647 -1.7753 0.005
C 4.1185 -1.0433 1.9556 0.000
C 2.5363 4.8334 -0.0050 -0.002
C 3.7120 -0.9102 3.2740 0.000
C 0.1466 5.1259 -0.0279 -0.004
C 1.4109 -1.0880 2.6074 0.001
C 2.3613 -0.9282 3.6010 0.000
C 1.1644 -2.0022 -2.8025 0.000
C 2.3057 0.4992 -3.2318 0.000
C -1.3885 -5.2321 -0.2811 0.000
C 2.2454 -0.4301 -4.2627 0.000
C -4.4407 2.8736 0.3386 0.001
C -1.1443 -3.8666 -0.2804 0.000
C 1.1922 -4.2831 0.1468 0.000
C 3.1726 -1.1913 0.9505 0.000
C 1.6793 -1.6785 -4.0492 0.000
C 1.0809 2.9114 0.1733 0.040
C -0.0263 3.7616 0.0854 -0.049
C 1.8259 -1.2151 1.2872 0.000
C 2.3576 3.4516 0.1179 0.007
H -0.5326 -7.1850 -0.0705 0.000
H 1.7578 -6.3412 0.3071 0.000
H 0.7226 -2.9776 -2.6416 0.000
H -2.3892 -5.6050 -0.4548 0.000
H 2.7587 1.4676 -3.3972 0.000
H 2.0520 -0.8148 4.6314 0.000
H 0.3565 -1.0952 2.8556 -0.001
H -4.0810 -1.4038 0.4894 0.000
H -2.9841 0.6950 2.2265 0.002
H 1.8691 0.8979 -1.1662 -0.005
H -5.4994 3.0735 0.1862 0.000
H -3.4557 -1.7666 1.9953 0.000
H 5.1705 -1.0177 1.7048 0.000
H 2.1969 -3.9192 0.3281 0.000
H -3.6801 3.4349 -1.5307 0.000
H -4.7169 0.2500 2.2362 0.000
H 4.4512 -0.7840 4.0538 0.000
H 2.6483 -0.1816 -5.2357 0.000
H -3.8106 4.6977 -0.4741 0.000
H -4.1689 3.1340 1.3625 0.000
H -1.9537 -3.1743 -0.4746 0.000
H -2.4404 -1.0713 0.8231 0.003
H 3.4866 -1.2675 -0.0837 0.000
H 1.6388 -2.4029 -4.8514 0.000
H -2.5204 3.5537 -0.2377 -0.002
```

Summary:
E_HOMO (spin up / spin down) = -9.9 / -10.0 eV
Total energy = -7292.04925 hartree
Strongest force on any atom = 0.64 eV/A
Orbital gap (spin up / spin down) = 7.39 / 7.42 eV
Expectation value of S² = 0.8309
LUMO level (spin up / spin down) = -2.546 / -2.556 eV
Energy relative to the best compared isomer or geometry (same formula, charge and spin) = 2.5 kcal per mole
Net charge = +1
Spin multiplicity = 2

=====

3.
Formula: C7H18N2OSn
Source: the OMol25 dataset
Level of theory: ωB97M-V/def2-TZVPD

```
29
Properties=species:S:1:pos:R:3:mulliken_charge:R:1
Sn 0.1375 -0.3060 -0.4075 1.274
O 2.5906 0.4558 -0.1047 -0.279
N -2.0509 -1.5308 0.1128 -0.774
N -1.8868 1.2728 0.1401 -0.761
C 3.1932 1.1710 -1.2561 0.120
C 3.4100 2.4343 -0.8939 -1.345
C -2.9776 -1.3382 1.1035 -0.507
C -3.6629 0.1498 0.8589 -0.653
C 4.3524 1.8004 0.7159 -0.924
C 3.0919 0.6185 1.0354 -0.436
C -2.7340 1.2391 1.1396 -0.409
H 3.7686 2.2414 1.4267 0.326
H 5.2624 1.7588 0.5644 0.635
H 2.5256 1.2908 1.9352 0.343
H 4.1413 0.2199 -1.3263 0.263
H -2.1088 -1.2087 1.7905 0.251
H 2.4276 0.8462 -2.2649 0.336
H -3.6530 -2.3072 1.1377 0.371
H -2.9163 -2.0549 -0.7710 0.338
H -2.0309 1.8268 -0.9808 0.383
H 2.4991 2.6508 -1.0372 0.542
H -1.3535 2.5285 0.0661 0.407
H -3.8462 -0.2753 -0.1401 0.247
H -4.5709 0.0771 1.2965 0.494
H 4.2252 3.0398 -1.5196 0.321
H 3.9316 -0.2342 1.3888 0.305
H -3.1890 2.4327 1.0714 0.331
H -1.7455 -2.7939 0.1136 0.423
H -1.9378 1.2439 1.8995 0.376
```

Summary:
E_HOMO = -15.9 eV
Total energy = -675.26811 hartree
Strongest force on any atom = 17.04 eV/A
Orbital gap = 5.95 eV
LUMO level = -9.904 eV
Energy relative to the best compared isomer or geometry (same formula, charge and spin) = 398.6 kcal per mole
Net charge = +2
Spin multiplicity = 1